The following is a quantum chemistry calculation of 13 unconnected molecules or ions with the total composition C17H60O13, from the OMol25 dataset.

Properties
HOMO energy in eV: -9.319
DFT total energy in Eh: -1661.678999
Total charge: 0
Gap between HOMO and LUMO in eV: 9.45
Largest force on an atom in eV/Å: 1.1
Energy above the lowest of the compared OMol25 structures with the same formula, charge and spin in eV: 0.082

Last columns: bonded neighbours and bond lengths (Å).
Cartesian coordinates (Å):
1 C 7.2379 2.1178 -16.3431  O2 1.419, H3 1.091, H4 1.092, H5 1.093
2 O 7.5621 3.4446 -16.7286  C1 1.419, H6 0.978
3 H 7.0441 1.4892 -17.2135  C1 1.091
4 H 8.0679 1.6886 -15.7780  C1 1.092
5 H 6.3482 2.1203 -15.7074  C1 1.093
6 H 7.5727 3.4708 -17.7057  O2 0.978
7 C 4.2836 3.5575 -19.1142  O8 1.426, H9 1.095, H10 1.095, H11 1.095
8 O 3.6015 4.4009 -18.1883  C7 1.426, H12 0.974
9 H 4.4930 4.1014 -20.0411  C7 1.095
10 H 5.2230 3.1590 -18.7159  C7 1.095
11 H 3.6621 2.6929 -19.3707  C7 1.095
12 H 4.1983 4.5915 -17.4426  O8 0.974
13 C 1.6461 -0.5868 -20.4944  O14 1.411, H15 1.088, H16 1.094, H17 1.096
14 O 2.7712 0.2639 -20.5061  C13 1.411, H18 0.978
15 H 0.7893 -0.0815 -20.9363  C13 1.088
16 H 1.8279 -1.5098 -21.0526  C13 1.094
17 H 1.3485 -0.8456 -19.4716  C13 1.096
18 H 3.5527 -0.3122 -20.3847  O14 0.978
19 C 9.0429 3.7918 -20.0232  O20 1.444, H21 1.087, H22 1.089, H23 1.094
20 O 7.7157 3.5399 -19.5138  C19 1.444, H24 0.966
21 H 9.6510 4.1612 -19.2015  C19 1.087
22 H 9.4987 2.8880 -20.4254  C19 1.089
23 H 9.0215 4.5697 -20.7921  C19 1.094
24 H 7.2492 3.0066 -20.1712  O20 0.966
25 C 0.9761 4.6178 -16.5728  O26 1.434, H27 1.093, H28 1.100, H29 1.091
26 O 1.3731 5.8618 -17.1646  C25 1.434, H30 0.974
27 H 0.8475 3.8276 -17.3164  C25 1.093
28 H 1.6801 4.2330 -15.8205  C25 1.100
29 H 0.0195 4.7662 -16.0697  C25 1.091
30 H 2.0533 5.6415 -17.8254  O26 0.974
31 C 6.1747 -0.2530 -19.5858  O32 1.441, H33 1.094, H34 1.091, H35 1.091
32 O 5.1319 -1.1157 -20.0820  C31 1.441, H36 0.963
33 H 6.8195 0.0932 -20.3985  C31 1.094
34 H 5.6863 0.6274 -19.1669  C31 1.091
35 H 6.7647 -0.7352 -18.8045  C31 1.091
36 H 5.5663 -1.9494 -20.2903  O32 0.963
37 C 5.2379 7.6437 -21.0774  O38 1.417, H39 1.092, H40 1.094, H41 1.085
38 O 4.6244 8.1428 -22.2530  C37 1.417, H42 0.962
39 H 5.2818 6.5529 -21.0729  C37 1.092
40 H 6.2499 8.0428 -20.9601  C37 1.094
41 H 4.6394 7.9682 -20.2322  C37 1.085
42 H 5.1932 7.9296 -22.9993  O38 0.962
43 O 5.2523 5.0117 -15.9454  H44 0.986, H45 0.965
44 H 6.1686 4.6858 -16.1081  O43 0.986
45 H 5.3264 5.9158 -15.6156  O43 0.965
46 C 3.4570 1.5738 -12.7698  C47 1.493, H49 1.089, H50 1.093, H51 1.094
47 C 4.3616 2.5915 -13.3816  C46 1.493, O48 1.435, H52 1.099, H53 1.100
48 O 3.6637 3.1796 -14.4891  C47 1.435, H54 0.975
49 H 2.6884 2.0208 -12.1419  C46 1.089
50 H 4.0070 0.8576 -12.1535  C46 1.093
51 H 2.9670 0.9986 -13.5612  C46 1.094
52 H 5.3075 2.1441 -13.7170  C47 1.099
53 H 4.6115 3.3807 -12.6577  C47 1.100
54 H 4.2333 3.8251 -14.9469  O48 0.975
55 C 3.5149 -0.8803 -16.8627  C56 1.506, H58 1.091, H59 1.097, H60 1.090
56 C 3.6515 0.6005 -16.6276  C55 1.506, O57 1.434, H61 1.097, H62 1.109
57 O 2.4072 1.1336 -16.1555  C56 1.434, H63 0.974
58 H 4.2847 -1.2663 -17.5333  C55 1.091
59 H 2.5620 -1.1468 -17.3373  C55 1.097
60 H 3.4988 -1.4429 -15.9288  C55 1.090
61 H 4.0076 1.1657 -17.4978  C56 1.097
62 H 4.4161 0.7425 -15.8369  C56 1.109
63 H 2.6218 1.9694 -15.7032  O57 0.974
64 C 0.2702 2.5335 -19.8531  C65 1.513, H67 1.094, H68 1.088, H69 1.090
65 C -0.3231 2.7116 -21.2334  C64 1.513, O66 1.445, H70 1.106, H71 1.099
66 O -1.7552 2.5297 -21.1634  C65 1.445, H72 0.961
67 H 1.3492 2.7143 -19.8759  C64 1.094
68 H 0.1440 1.5252 -19.4646  C64 1.088
69 H -0.1703 3.2382 -19.1479  C64 1.090
70 H 0.1369 1.9871 -21.9309  C65 1.106
71 H -0.0714 3.7043 -21.6335  C65 1.099
72 H -2.1085 2.4587 -22.0545  O66 0.961
73 C 0.3339 6.5488 -20.5641  C74 1.517, H76 1.087, H77 1.093, H78 1.093
74 C 1.7861 6.3813 -20.9697  C73 1.517, O75 1.435, H79 1.102, H80 1.101
75 O 1.9851 6.9412 -22.2759  C74 1.435, H81 0.969
76 H 0.0316 7.5726 -20.7666  C73 1.087
77 H 0.2212 6.3068 -19.5040  C73 1.093
78 H -0.3319 5.8632 -21.0950  C73 1.093
79 H 2.0861 5.3214 -20.9518  C74 1.102
80 H 2.3964 6.9090 -20.2207  C74 1.101
81 H 2.8627 7.3507 -22.3214  O75 0.969
82 C 4.0583 2.2896 -24.5052  C83 1.512, H85 1.088, H86 1.098, H87 1.091
83 C 3.6302 2.6192 -23.0927  C82 1.512, O84 1.434, H88 1.093, H89 1.092
84 O 4.4210 1.8922 -22.1433  C83 1.434, H90 0.975
85 H 5.1408 2.3362 -24.6084  C82 1.088
86 H 3.6202 2.9914 -25.2267  C82 1.098
87 H 3.6960 1.3014 -24.7928  C82 1.091
88 H 2.5837 2.3267 -22.9755  C83 1.093
89 H 3.7526 3.6861 -22.8955  C83 1.092
90 H 3.8283 1.3000 -21.6444  O84 0.975

Löwdin population analysis, charges in e, atoms 1 to 6: number 1, C, carries -0.123; number 2, O, carries -0.145; number 3, H, carries 0.069; number 4, H, carries 0.085; number 5, H, carries 0.053; number 6, H, carries 0.035



The following is a quantum chemistry calculation of 13 unconnected molecules or ions with the total composition C17H60O13, from the OMol25 dataset.

Properties
HOMO energy in eV: -9.541
DFT total energy in Eh: -1661.484518
Total charge: 0
Gap between HOMO and LUMO in eV: 9.86
Largest force on an atom in eV/Å: 3.6
Energy above the lowest of the compared OMol25 structures with the same formula, charge and spin in eV: 5.374

Last columns: bonded neighbours and bond lengths (Å).
Cartesian coordinates (Å):
1 C 2.3529 -3.4055 1.8758  C2 1.507, H4 1.044, H5 1.113, H6 1.100
2 C 2.0604 -2.2798 2.8337  C1 1.507, O3 1.428, H7 1.052, H8 1.106
3 O 3.2741 -1.6828 3.2919  C2 1.428, H9 0.990
4 H 1.5128 -3.8346 1.4278  C1 1.044
5 H 2.8135 -4.1970 2.5078  C1 1.113
6 H 2.9749 -2.9805 1.0747  C1 1.100
7 H 1.5254 -2.5453 3.6996  C2 1.052
8 H 1.4450 -1.5136 2.3259  C2 1.106
9 H 3.1064 -1.3920 4.2229  O3 0.990
10 C -1.2947 -4.4353 0.6141  C11 1.517, H13 1.050, H14 1.058, H15 1.126
11 C -0.6690 -3.4220 -0.3252  C10 1.517, O12 1.395, H16 1.069, H17 1.096
12 O -1.6496 -2.5229 -0.7455  C11 1.395, H18 0.976
13 H -1.5708 -3.9303 1.4922  C10 1.050
14 H -0.6847 -5.2526 0.8970  C10 1.058
15 H -2.2312 -4.9455 0.2536  C10 1.126
16 H 0.0025 -3.7831 -1.0743  C11 1.069
17 H -0.0511 -2.8746 0.3950  C11 1.096
18 H -1.1449 -1.7567 -1.0782  O12 0.976
19 C -2.9571 2.4574 2.1098  C20 1.517, H22 1.118, H23 1.078, H24 1.065
20 C -3.5479 1.8851 3.3842  C19 1.517, O21 1.419, H25 1.021, H26 1.118
21 O -4.4948 2.8323 3.8533  C20 1.419, H27 0.935
22 H -2.3614 1.7119 1.5272  C19 1.118
23 H -2.2895 3.2920 2.2481  C19 1.078
24 H -3.7627 2.8121 1.5104  C19 1.065
25 H -2.7155 1.7934 3.9684  C20 1.021
26 H -4.0749 0.9190 3.1874  C20 1.118
27 H -4.0559 3.6411 4.0206  O21 0.935
28 C 1.0462 1.3215 3.4435  C29 1.573, H31 1.089, H32 1.049, H33 1.116
29 C 0.8494 2.6229 2.5818  C28 1.573, O30 1.484, H34 1.027, H35 1.102
30 O 2.1649 3.2775 2.3748  C29 1.484, H36 0.937
31 H 0.2288 0.6394 3.2155  C28 1.089
32 H 0.9887 1.4708 4.4798  C28 1.049
33 H 1.9273 0.6785 3.2094  C28 1.116
34 H 0.2355 3.3062 3.0422  C29 1.027
35 H 0.3796 2.4299 1.6039  C29 1.102
36 H 2.1404 4.1044 2.8140  O30 0.937
37 C 1.4658 -0.9556 -4.5896  O38 1.411, H39 1.099, H40 1.105, H41 1.094
38 O 1.9804 -2.2306 -4.9067  C37 1.411, H42 0.978
39 H 1.6821 -0.2851 -5.4330  C37 1.099
40 H 2.0396 -0.6463 -3.6970  C37 1.105
41 H 0.3934 -0.9803 -4.3723  C37 1.094
42 H 2.3518 -2.6649 -4.1136  O38 0.978
43 C -0.1511 0.5130 -0.2379  O44 1.408, H45 1.054, H46 1.139, H47 1.074
44 O 0.3770 -0.3640 -1.2044  C43 1.408, H48 0.963
45 H 0.5643 1.2856 -0.1905  C43 1.054
46 H -0.1439 -0.0888 0.7295  C43 1.139
47 H -1.1618 0.8135 -0.4412  C43 1.074
48 H 0.7375 0.1051 -1.9639  O44 0.963
49 C 2.2239 -3.1997 -1.9822  O50 1.390, H51 1.080, H52 1.079, H53 1.117
50 O 3.3730 -3.1675 -2.7637  C49 1.390, H54 0.936
51 H 2.4225 -2.6320 -1.0857  C49 1.080
52 H 1.9931 -4.2317 -1.7672  C49 1.079
53 H 1.3422 -2.5692 -2.2525  C49 1.117
54 H 4.1382 -3.1814 -2.2251  O50 0.936
55 C -1.7314 0.5156 -3.9114  O56 1.473, H57 1.070, H58 1.102, H59 1.121
56 O -2.0612 0.4157 -5.3434  C55 1.473, H60 0.934
57 H -0.8839 1.1296 -3.6908  C55 1.070
58 H -1.6293 -0.3724 -3.2677  C55 1.102
59 H -2.5360 1.1211 -3.4189  C55 1.121
60 H -2.9887 0.3626 -5.4397  O56 0.934
61 C 0.5782 4.4390 -0.4829  O62 1.415, H63 1.086, H64 1.059, H65 1.060
62 O -0.3647 4.9608 0.4336  C61 1.415, H66 0.954
63 H 1.4949 4.9489 -0.2004  C61 1.086
64 H 0.3562 4.6646 -1.4939  C61 1.059
65 H 0.8032 3.4057 -0.4036  C61 1.060
66 H -0.3369 5.9102 0.3392  O62 0.954
67 C 1.7809 2.5465 -3.5569  O68 1.418, H69 1.125, H70 1.053, H71 1.076
68 O 1.8262 1.9241 -2.2841  C67 1.418, H72 0.922
69 H 2.7431 3.0226 -3.8935  C67 1.125
70 H 1.0533 3.2971 -3.4326  C67 1.053
71 H 1.4136 1.8177 -4.2575  C67 1.076
72 H 2.2005 2.5539 -1.7238  O68 0.922
73 C -1.9423 -1.1971 3.1232  O74 1.449, H75 1.105, H76 1.080, H77 1.061
74 O -2.5006 -0.9313 1.8129  C73 1.449, H78 0.955
75 H -1.2828 -2.0817 3.0711  C73 1.105
76 H -2.7837 -1.3919 3.7717  C73 1.080
77 H -1.6281 -0.2527 3.4898  C73 1.061
78 H -2.9713 -1.7052 1.5111  O74 0.955
79 C -4.1253 0.2311 -1.0960  O80 1.460, H81 1.098, H82 1.064, H83 1.082
80 O -5.3326 -0.4854 -0.6947  C79 1.460, H84 0.931
81 H -3.2504 -0.3968 -0.8828  C79 1.098
82 H -4.2727 1.1269 -0.5418  C79 1.064
83 H -4.2489 0.6021 -2.1044  C79 1.082
84 H -5.1414 -1.3908 -0.5904  O80 0.931
85 C 3.6830 0.3620 0.4987  O86 1.403, H87 1.041, H88 1.132, H89 1.086
86 O 3.3431 -0.3633 -0.6536  C85 1.403, H90 0.961
87 H 3.2246 -0.0084 1.3568  C85 1.041
88 H 3.2953 1.3694 0.1593  C85 1.132
89 H 4.7188 0.3453 0.8246  C85 1.086
90 H 2.3964 -0.4570 -0.7933  O86 0.961

Löwdin population analysis, charges in e, atoms 1 to 6: number 1, C, carries -0.055; number 2, C, carries -0.334; number 3, O, carries -0.094; number 4, H, carries 0.026; number 5, H, carries 0.099; number 6, H, carries 0.079



The following is a quantum chemistry calculation of 14 unconnected molecules or ions with the total composition C17H62N8O14, from the OMol25 dataset.

Properties
HOMO energy in eV: -7.413
DFT total energy in Eh: -2176.096931
Total charge: 0
Gap between HOMO and LUMO in eV: 6.96
Largest force on an atom in eV/Å: 8.7
Energy above the lowest of the compared OMol25 structures with the same formula, charge and spin in eV: 1.243

Last columns: bonded neighbours and bond lengths (Å).
Cartesian coordinates (Å):
1 C 1.3279 -4.4266 -1.2448  C2 1.478, H4 1.100, H5 1.072, H6 1.109
2 C 0.1195 -4.2315 -0.4157  C1 1.478, O3 1.427, H7 1.052, H8 1.058
3 O 0.5622 -3.6434 0.8063  C2 1.427, H9 0.949
4 H 2.2608 -4.5632 -0.6782  C1 1.100
5 H 1.5403 -3.6266 -1.9263  C1 1.072
6 H 1.1355 -5.2802 -1.9268  C1 1.109
7 H -0.5228 -5.0583 -0.3087  C2 1.052
8 H -0.4032 -3.5247 -1.0038  C2 1.058
9 H 0.8398 -4.3034 1.4289  O3 0.949
10 C 2.9531 1.5192 2.3768  C11 1.528, H13 1.127, H14 1.055, H15 1.045
11 C 2.5466 1.4274 3.8466  C10 1.528, O12 1.425, H16 1.074, H17 1.072
12 O 1.3629 0.6337 3.8436  C11 1.425, H18 0.948
13 H 3.1932 0.4809 2.0099  C10 1.127
14 H 3.8123 2.1215 2.2696  C10 1.055
15 H 2.2642 1.9423 1.7143  C10 1.045
16 H 2.3954 2.3843 4.3102  C11 1.074
17 H 3.3315 0.9026 4.3547  C11 1.072
18 H 1.1971 0.4790 4.7641  O12 0.948
19 C -1.6254 4.1328 -1.4848  C20 1.511, H22 1.101, H23 1.034, H24 1.050
20 C -1.9316 3.9230 -0.0200  C19 1.511, O21 1.390, H25 1.050, H26 1.104
21 O -0.6839 3.8507 0.5890  C20 1.390, H27 0.979
22 H -1.1790 3.2268 -1.9228  C19 1.101
23 H -0.9910 4.9302 -1.6574  C19 1.034
24 H -2.5958 4.2965 -1.8502  C19 1.050
25 H -2.5159 3.0561 0.0722  C20 1.050
26 H -2.4588 4.7770 0.4401  C20 1.104
27 H -0.8313 3.5849 1.5192  O21 0.979
28 C -1.4732 -0.8135 -3.4043  O29 1.412, N30 1.315, N31 1.297
29 O -1.9374 -1.2139 -4.6760  C28 1.412
30 N -1.0079 -1.7109 -2.5632  C28 1.315, H32 1.025, H33 1.043
31 N -1.6373 0.3632 -2.8848  C28 1.297, H34 1.049, H35 1.062
32 H -1.0790 -2.6748 -2.9054  N30 1.025
33 H -0.6788 -1.4377 -1.6117  N30 1.043
34 H -1.9702 1.1521 -3.4912  N31 1.049
35 H -1.2158 0.6025 -1.9397  N31 1.062
36 C 4.8519 1.9489 -0.8987  O37 1.410, N38 1.291, N39 1.298
37 O 5.5382 3.1804 -0.9358  C36 1.410
38 N 5.5080 0.8418 -1.0021  C36 1.291, H40 1.074, H41 1.033
39 N 3.5616 1.8108 -0.8514  C36 1.298, H42 1.039, H43 1.059
40 H 6.5675 0.9604 -1.1319  N38 1.074
41 H 5.0392 -0.0685 -1.1382  N38 1.033
42 H 3.0439 2.6987 -0.6984  N39 1.039
43 H 3.0189 0.9430 -0.5782  N39 1.059
44 C 0.0935 0.0094 -0.2140  O45 1.402, N46 1.282, N47 1.297
45 O 1.4749 0.2243 -0.3154  C44 1.402
46 N -0.7196 0.9857 -0.3867  C44 1.282, H48 1.020, H49 1.082
47 N -0.4585 -1.1401 0.0237  C44 1.297, H50 1.027, H51 1.096
48 H -0.4272 1.9385 -0.6056  N46 1.020
49 H -1.7369 1.0196 -0.0193  N46 1.082
50 H 0.1502 -1.9241 0.2891  N47 1.027
51 H -1.5386 -1.3262 0.0143  N47 1.096
52 C -3.9843 1.3255 1.6373  O53 1.412, N54 1.326, N55 1.299
53 O -3.0748 1.0128 0.6039  C52 1.412
54 N -3.5874 1.8294 2.7984  C52 1.326, H56 1.035, H57 1.013
55 N -5.2700 1.1461 1.6766  C52 1.299, H58 1.050, H59 1.028
56 H -2.5565 1.9044 2.8571  N54 1.035
57 H -4.0851 1.7499 3.6775  N54 1.013
58 H -5.6835 1.1470 0.7112  N55 1.050
59 H -5.8869 1.4543 2.4386  N55 1.028
60 C 1.6930 -2.3331 3.3272  O61 1.397, H62 1.099, H63 1.059, H64 1.056
61 O 2.5435 -3.4341 3.2028  C60 1.397, H65 0.955
62 H 1.8738 -1.6897 2.4553  C60 1.099
63 H 1.8729 -1.7574 4.1982  C60 1.059
64 H 0.6998 -2.6767 3.4323  C60 1.056
65 H 2.5416 -3.9613 3.9997  O61 0.955
66 C 2.0550 4.9145 -1.5382  O67 1.387, H68 1.084, H69 1.085, H70 1.095
67 O 1.8278 3.7620 -0.8009  C66 1.387, H71 0.958
68 H 2.9299 4.8001 -2.1673  C66 1.084
69 H 2.3599 5.7643 -0.9365  C66 1.085
70 H 1.1665 5.2128 -2.1035  C66 1.095
71 H 0.9605 3.6980 -0.4001  O67 0.958
72 C -1.8043 -1.1934 3.2697  O73 1.415, H74 1.044, H75 1.086, H76 1.095
73 O -3.1545 -1.5848 3.4292  C72 1.415, H77 0.977
74 H -1.3399 -0.7960 4.1156  C72 1.044
75 H -1.7232 -0.5201 2.4210  C72 1.086
76 H -1.2950 -2.1043 2.9397  C72 1.095
77 H -3.4806 -1.8899 2.5598  O73 0.977
78 C 3.6091 -2.1172 -0.0933  O79 1.399, H80 1.100, H81 1.088, H82 1.085
79 O 3.7873 -1.2808 -1.2005  C78 1.399, H83 0.988
80 H 2.5472 -2.1782 0.1866  C78 1.100
81 H 4.1591 -1.7493 0.7701  C78 1.088
82 H 4.0847 -3.0553 -0.3613  C78 1.085
83 H 2.9835 -1.4201 -1.7587  O79 0.988
84 C 1.1980 1.7619 -3.5842  O85 1.429, H86 1.097, H87 1.086, H88 1.132
85 O 2.6117 1.8046 -3.3812  C84 1.429, H89 0.965
86 H 0.9514 1.4917 -4.6189  C84 1.097
87 H 0.7676 2.6871 -3.2134  C84 1.086
88 H 0.8249 0.9668 -2.8709  C84 1.132
89 H 2.8139 1.6897 -2.4448  O85 0.965
90 C -2.9729 -3.3003 0.4260  O91 1.451, H92 1.062, H93 1.058, H94 1.078
91 O -2.9457 -1.8721 0.1686  C90 1.451, H95 0.920
92 H -3.8291 -3.2951 1.0547  C90 1.062
93 H -2.1378 -3.6662 0.9631  C90 1.058
94 H -3.0657 -3.9463 -0.4315  C90 1.078
95 H -3.6897 -1.6029 -0.3011  O91 0.920
96 C -4.3931 -2.3149 -2.6000  O97 1.415, H98 1.070, H99 1.127, H100 1.103
97 O -4.2445 -0.9953 -2.1111  C96 1.415, H101 0.968
98 H -4.8778 -2.9201 -1.8628  C96 1.070
99 H -3.4506 -2.9032 -2.7874  C96 1.127
100 H -5.0442 -2.3123 -3.4903  C96 1.103
101 H -3.3569 -0.6332 -2.2438  O97 0.968

Löwdin population analysis, charges in e, atoms 1 to 6: number 1, C, carries -0.073; number 2, C, carries -0.306; number 3, O, carries -0.104; number 4, H, carries 0.084; number 5, H, carries 0.066; number 6, H, carries 0.095